An isolated ion of composition C3H10N3S and charge +1. Source: the Open Molecules 2025 dataset; level of theory: ωB97M-V/def2-TZVPD.

Summary:
**Lowest unoccupied orbital energy**: -0.1387 Eh
**SMILES**: CS[N@H+]1CNCN1
**Energy above the lowest of the compared OMol25 structures with the same formula, charge and spin**: 90.1 kcal per mole
**HOMO energy**: -13.8 eV
**E**: -682.39699 hartree

Structure (ORCA input):
```
! RIJCOSX wB97M-V def2-TZVPD def2/J DEFGRID3
* xyz 1 1
C 0.967 -1.539 -0.503
C 0.177 -1.006 1.498
C -1.385 1.964 -0.785
N 0.181 -2.036 0.539
N 0.726 -0.081 -0.514
N 0.024 0.307 0.629
S -1.728 0.721 0.429
H 1.944 -1.759 -0.282
H 0.674 -2.191 -1.374
H -0.769 -1.069 2.212
H 1.166 -0.966 2.133
H -2.271 2.677 -0.986
H -1.184 1.653 -1.791
H -0.613 2.648 -0.642
H -0.631 -2.639 0.377
H 1.352 0.681 -0.678
H 0.656 1.003 1.064
*
```

natural (NBO) population analysis, charges in e, atoms 1 to 5:
1 C -0.067
2 C -0.074
3 C -0.840
4 N -0.622
5 N -0.484



A 2-piece molecular cluster, C3H10N3S overall. Source: the Open Molecules 2025 dataset; level of theory: ωB97M-V/def2-TZVPD.

Summary:
**Lowest unoccupied orbital energy**: -0.1645 Eh
**Energy above the lowest of the compared OMol25 structures with the same formula, charge and spin**: 91.2 kcal per mole
**HOMO energy**: -12.0 eV
**E**: -682.39508 hartree

Structure (ORCA input):
```
! RIJCOSX wB97M-V def2-TZVPD def2/J DEFGRID3
* xyz 1 1
C -3.268 0.083 1.309
C 2.646 0.111 0.492
C 3.700 1.165 0.463
N -2.836 -0.176 0.136
N -3.685 -0.735 -0.724
N 1.455 0.277 -0.024
S -1.317 0.026 -0.342
H -4.341 -0.051 1.584
H -2.674 0.488 1.989
H 2.877 -0.935 0.812
H 4.618 1.075 -0.222
H 4.070 1.359 1.485
H 3.173 2.097 0.147
H -3.132 -1.192 -1.368
H -4.625 -0.922 -0.437
H 1.083 1.164 -0.473
H 0.618 -0.354 0.145
*
```

natural (NBO) population analysis, charges in e, atoms 1 to 5:
1 C -0.081
2 C 0.319
3 C -0.724
4 N -0.189
5 N -0.600



A 2-piece molecular cluster, C3H10N4 overall. Source: the Open Molecules 2025 dataset; level of theory: ωB97M-V/def2-TZVPD.

Summary:
**Lowest unoccupied orbital energy (alpha / beta)**: 0.0225 / 0.0225 Eh
**Energy above the lowest of the compared OMol25 structures with the same formula, charge and spin**: 58.1 kcal per mole
**HOMO energy (alpha / beta)**: -6.5 / -6.5 eV
**E**: -339.23543 hartree

Structure (ORCA input):
```
! RIJCOSX wB97M-V def2-TZVPD def2/J DEFGRID3
* xyz 0 1
C -0.389 -1.809 -0.657
N -0.966 0.611 -1.023
C 1.057 0.166 0.007
C -0.114 -0.324 -0.674
N -1.663 1.766 0.844
N 0.928 1.305 0.654
N 2.144 -0.650 0.173
H -1.863 0.217 -1.307
H -2.217 2.388 0.263
H -2.259 1.322 1.538
H 2.299 -1.387 -0.493
H 1.709 1.633 1.206
H -0.236 1.625 0.849
H 2.972 -0.271 0.605
H -1.427 -1.999 -0.933
H 0.237 -2.344 -1.379
H -0.211 -2.250 0.328
*
```

natural (NBO) population analysis, charges in e, atoms 1 to 5:
1 C -0.661
2 N -0.454
3 C 0.464
4 C 0.061
5 N -1.194